Record 1
Computed, not measured: N4O28Pb7S4 as an isolated structure at a distorted geometry, with ωB97M-V with the def2-TZVPD basis set.

Cartesian coordinates (Å):
Pb1 11.93400 5.76356 8.10109
Pb2 11.34055 9.61182 12.76996
Pb3 9.17536 8.98572 9.36446
Pb4 5.64614 7.67388 11.99961
Pb5 10.81723 12.75427 10.71387
Pb6 12.17566 12.13635 6.94666
Pb7 5.02103 7.95866 6.98169
S1 9.23586 12.42953 7.87948
S2 12.18268 9.66254 9.43968
S3 11.14203 6.70532 11.58368
S4 7.98366 10.62266 11.99801
O1 7.50490 5.87626 9.64530
O2 6.92026 7.67651 5.51066
O3 10.23757 11.21009 8.28566
O4 8.62815 11.53787 10.82708
O5 9.44498 13.45973 9.13894
O6 7.82906 12.06723 7.70006
O7 9.17060 10.23486 12.98204
O8 7.58107 9.14187 11.33197
O9 10.01172 13.02674 6.64377
O10 6.02200 10.91009 9.57326
O11 9.89025 4.69072 5.83746
O12 8.89676 4.43484 8.82841
O13 10.10673 7.97319 11.35070
O14 10.44708 5.53090 11.96986
O15 8.40868 9.59305 5.42839
O16 9.76501 6.18298 4.23037
O17 12.08347 7.29582 12.58442
O18 9.41199 6.57850 8.74260
O19 11.91420 6.54774 10.20682
O20 11.24462 6.51657 5.98916
O21 11.38655 8.88823 8.53866
O22 5.77246 8.60161 9.75471
O23 7.78893 8.70178 7.46436
O24 6.85884 11.24277 12.64208
O25 4.30616 9.92033 8.57224
O26 12.79117 10.93872 8.77803
O27 13.19123 8.92035 10.09322
O28 11.17838 10.33439 10.49477
N1 8.56607 5.53024 9.05840
N2 5.36059 9.98877 9.21248
N3 10.21684 5.71381 5.26337
N4 7.82869 8.77954 6.14298

Cartesian forces (eV/Å) of the 6 atoms listed first:
Pb -1.106 -0.278 -0.865
Pb 0.202 -1.657 -0.324
Pb -0.470 -0.545 0.982
Pb 2.076 1.770 -1.982
Pb -1.488 -0.988 -0.379
Pb -0.724 -0.598 -0.077

2S+1 = 1
LUMO level = -8.056 eV
Total charge = +2
Total energy = -143335.3078 eV
Frontier orbital gap = 5.7406 eV


Record 2
Computed, not measured: N4S as an isolated structure at a distorted geometry, with ωB97M-V with the def2-TZVPD basis set.

Cartesian coordinates (Å):
S1 0.67338 0.44523 1.37654
N1 -0.55550 -0.74998 -0.94188
N2 0.42044 -0.97424 1.36179
N3 0.17115 1.24287 -0.17133
N4 -0.26487 0.31526 -0.76739

Forces on the atoms, in the same order (eV/Å):
S 0.484 0.927 0.617
N -0.760 -1.758 -1.076
N -0.173 -0.718 -0.006
N 1.458 3.577 1.793
N -1.009 -2.027 -1.329

2S+1 = 1
LUMO level = -1.165 eV
Total charge = 0
Total energy = -16791.5785 eV
Frontier orbital gap = 9.5099 eV
ΔE to the lowest compared entry with this formula, charge and spin = 3.948 eV


Record 3
Computed, not measured: a 2-piece molecular cluster, N4S overall at a distorted geometry, with ωB97M-V with the def2-TZVPD basis set.

Cartesian coordinates (Å):
S1 3.03679 -0.39916 -0.13861
N1 -2.45606 0.19041 0.10717
N2 0.52713 -0.28725 0.61663
N3 -2.68515 0.72123 -0.82577
N4 1.57729 -0.22522 0.24057

Forces on the atoms, in the same order (eV/Å):
S 2.999 0.109 -1.037
N -0.352 0.615 -1.074
N -0.205 0.624 -0.249
N 0.278 -0.607 1.066
N -2.719 -0.742 1.294

2S+1 = 1
LUMO level = 0.453 eV
Total charge = 0
Total energy = -16795.4679 eV
SMILES = N#[N+][S-].N#N
Frontier orbital gap = 10.5188 eV
ΔE to the lowest compared entry with this formula, charge and spin = 0.058 eV